1.
DFT (ωB97M-V with the def2-TZVPD basis set) results for C25H45AsMgN7O11P2S2 as an isolated structure.

Geometry as XYZ:
```
94
Properties=species:S:1:pos:R:3:forces:R:3:mulliken_charge:R:1
N -3.9045 -0.7131 3.7933 0.01 0.00 -0.01 0.190
C 3.5768 -3.6586 2.4258 -0.01 -0.11 -0.10 -0.808
N 2.6761 2.9390 -0.6774 -0.02 -0.03 0.06 0.689
Mg 1.2041 0.4514 0.0691 -0.26 0.10 -0.02 2.903
O 0.0220 2.9309 -3.2748 -0.09 -0.09 -0.04 -0.742
H -1.2783 3.5217 -0.5323 0.02 -0.04 0.02 0.410
H -5.9930 -0.6750 3.6950 0.00 0.00 0.00 0.366
C 2.7774 4.2819 -0.5467 0.00 -0.03 0.00 -0.357
H -2.3215 -5.1979 -3.2668 0.00 0.00 -0.01 0.320
H -1.7793 3.9068 4.0772 -0.01 -0.02 -0.01 0.294
H -2.8317 -1.1766 5.5115 0.00 -0.01 0.00 0.256
C -2.8082 -2.4565 1.1339 0.07 -0.02 -0.03 -1.092
H 5.6209 -2.6711 -0.1232 -0.02 -0.01 -0.01 0.387
O 0.3635 -1.4426 0.2278 -0.10 -0.17 -0.38 -0.967
S 2.7804 0.6483 -2.1810 0.04 0.02 0.08 -0.086
H 0.6366 3.2903 -2.6213 0.01 -0.05 0.00 0.198
P -2.5113 -0.5452 2.8867 0.09 0.11 0.17 0.469
C 4.3501 -3.8652 1.1384 -0.01 -0.04 0.00 -0.522
C 3.9051 3.0873 -2.7305 0.03 0.04 -0.05 -0.842
H -3.6032 -0.6145 -0.5391 0.01 0.01 0.00 0.517
H 4.5599 5.0363 -3.3366 0.00 0.00 0.00 0.333
H -1.8227 -2.6959 0.7286 -0.04 0.01 0.02 0.248
H -2.9536 -3.0158 2.0603 0.01 0.02 -0.01 0.378
O 2.4515 -0.4007 1.4951 0.69 0.61 0.07 -0.867
S 0.7845 -2.6639 -0.5160 -0.04 0.19 0.05 1.361
H -5.1538 -0.1563 2.2227 -0.01 -0.01 0.00 0.232
H 4.3114 2.5782 -3.5969 0.00 0.00 0.00 0.351
H 1.2375 1.0606 3.6805 0.00 -0.01 -0.01 -0.013
H -3.5087 3.1515 0.5584 -0.01 0.03 0.00 0.308
H -5.2347 0.9289 3.6287 0.00 0.00 0.00 0.245
H 6.0605 -2.6202 1.5864 0.00 0.03 0.01 0.312
C -3.0378 3.4902 1.4884 0.02 0.02 -0.04 -1.064
H 3.6360 -3.9812 0.3207 -0.02 0.03 0.00 0.160
C 3.1948 -1.3839 1.5854 -0.57 -0.48 0.17 0.227
C -0.5660 -1.6872 -2.7032 0.07 0.15 0.10 -0.513
As -0.1589 1.0857 -2.9376 0.17 0.09 0.15 0.088
N 2.7848 -2.4603 2.3128 0.15 0.13 0.14 0.557
H 2.8917 -4.4919 2.5954 -0.02 0.02 -0.04 0.455
O -2.3688 1.0713 2.7505 -0.20 0.08 -0.01 0.077
C 4.9640 -0.2511 0.3655 -0.07 0.01 0.02 -1.253
H -3.5720 3.0461 2.3257 0.01 0.02 -0.01 0.247
C -0.8268 3.7283 0.4401 0.03 0.05 0.07 -0.537
H -3.5759 -2.7563 0.4179 0.00 -0.02 -0.01 0.332
C -1.8389 -4.2371 -3.1164 0.01 0.01 0.01 -0.629
C -2.1089 -3.1599 -3.9546 -0.01 0.00 0.00 -0.521
H -0.7469 4.8097 0.5948 0.01 0.00 0.00 0.358
H 0.0924 0.7295 4.9908 -0.01 -0.01 0.02 0.214
C 3.4206 5.0658 -1.4587 0.00 0.00 0.01 -0.751
O 2.2650 2.2295 0.3846 0.01 -0.08 -0.10 -0.662
N -2.9436 -1.0163 1.3900 0.19 -0.05 -0.15 0.527
H 2.3164 4.6635 0.3540 0.00 0.01 0.01 0.403
N -0.3639 2.4048 3.7545 0.05 -0.04 -0.03 0.349
H -3.8718 0.2567 5.6809 0.01 0.00 0.00 0.285
H 4.3927 0.6273 0.6610 -0.04 -0.02 -0.04 0.209
H 4.2607 -3.6127 3.2902 -0.01 0.03 0.00 0.271
C -0.9419 -4.0565 -2.0713 0.00 -0.02 0.00 -0.476
H 0.1650 3.2778 0.4258 0.04 -0.01 -0.01 -0.340
C -0.3392 -2.8106 -1.9002 -0.03 -0.05 0.02 -0.024
H -3.1422 4.5789 1.5433 -0.01 0.00 -0.01 0.407
C 1.5431 -2.4057 3.0634 -0.06 0.03 -0.14 -0.921
C 0.5919 1.5229 4.4242 0.01 0.02 -0.03 -0.775
H -1.9061 -0.1845 -0.2930 0.30 -0.04 -0.08 0.158
H 6.0099 -0.1257 0.6669 0.00 0.02 0.02 0.407
H 1.0419 -1.4612 2.8791 0.02 -0.06 0.01 -0.136
O 1.6531 0.7437 -3.3614 -0.16 0.01 -0.06 -0.410
H -1.8921 2.5511 5.2247 0.00 0.00 0.01 0.174
N -1.6329 3.1395 1.5170 -0.14 -0.07 0.01 0.771
H -3.1882 0.8314 0.3905 0.02 -0.03 0.03 -0.056
C -2.8870 -0.1930 0.1705 -0.11 -0.03 0.18 -0.774
H -4.5942 -1.3629 5.6562 0.00 0.00 -0.01 0.359
C 4.0330 4.4498 -2.5960 0.00 -0.02 -0.01 -0.473
O -0.0338 1.2329 -1.2536 -0.07 -0.05 -0.01 -0.698
C -1.1991 3.1786 4.6456 0.00 0.03 0.00 -0.993
C 3.2224 2.2844 -1.8143 -0.01 -0.06 0.07 0.442
O -1.3769 -1.1386 3.6110 -0.21 -0.08 -0.01 -1.029
H 1.7510 -2.5136 4.1356 -0.01 0.00 0.00 0.443
C -3.7918 -0.7471 5.2372 0.00 0.04 0.02 -1.050
H 4.9228 -0.3452 -0.7212 -0.02 -0.01 -0.07 0.409
C 5.2081 -2.6421 0.8896 -0.02 -0.06 -0.09 -0.771
H -2.8120 -3.2772 -4.7776 -0.01 -0.01 0.00 0.349
H -0.7148 -4.8625 -1.3840 0.00 -0.01 0.00 0.421
P -1.0183 1.8641 2.3332 0.17 -0.15 -0.15 -1.514
O -0.0629 1.0029 1.6359 0.01 0.05 0.06 1.106
C -5.1325 -0.1188 3.3103 -0.01 -0.01 0.01 -0.975
C -1.4847 -1.9355 -3.7344 -0.03 0.05 -0.05 -0.158
H 1.2018 2.1282 5.1001 0.00 -0.01 0.00 0.466
N 4.4279 -1.4298 1.0141 0.11 0.15 0.10 0.437
O 0.5866 -3.8550 0.3124 0.07 -0.11 0.08 -0.875
O 2.1487 -2.5181 -1.0203 -0.02 -0.07 0.04 -0.775
H -0.5671 3.7265 5.3489 0.00 0.00 0.00 0.375
H 3.4384 6.1369 -1.3071 0.00 0.00 0.00 0.371
H 0.8743 -3.1985 2.7261 0.01 -0.01 0.01 0.283
H -1.7404 -1.1134 -4.4096 0.00 0.00 -0.01 0.156
H 4.9777 -4.7575 1.2010 0.01 0.01 0.01 0.390
```
Positions in Å, forces in eV/Å.

Properties
Net charge: -2
Total energy in eV: -166148.386
HOMO energy (alpha / beta) in eV: 0.25 / -0.75
<S²>: 0.766
Frontier orbital gap (alpha / beta) in eV: 3.70 / 4.70
Spin multiplicity: 2

2.
DFT (ωB97M-V with the def2-TZVPD basis set) results for C25H45CeN2P3Se2 as an isolated structure at a distorted geometry.

Geometry as XYZ:
```
78
Properties=species:S:1:pos:R:3:forces:R:3:mulliken_charge:R:1
H 0.0712 -3.7380 0.9497 -0.11 0.09 0.20 0.335
C -0.0245 3.5625 -5.5601 0.29 0.04 0.28 -0.285
H 3.3204 0.8630 2.2019 -0.24 0.09 -0.21 0.502
C -0.6324 3.3861 -3.2207 -0.37 -0.31 -0.61 -0.738
H 3.5485 -1.1303 -2.6789 -0.10 0.12 0.27 0.505
C -2.2481 2.1084 3.0899 0.65 -0.15 3.14 -0.382
H -0.9808 0.8359 -2.4834 -0.17 -0.15 -0.63 0.122
C 3.0417 -0.6686 -1.8203 -0.10 0.30 0.12 -1.221
C 0.7261 3.2670 -2.8655 -0.25 0.06 0.19 0.519
Ce -0.8197 0.6471 -0.6543 1.05 0.02 1.64 0.044
H 2.1013 2.0749 1.6701 0.20 -0.18 -0.04 0.223
P 1.3041 -1.2733 -1.7878 0.56 -0.36 -0.98 1.091
H -0.7663 4.2389 2.6201 0.26 -0.01 0.48 0.407
H -3.8627 1.9413 -4.4662 0.27 0.22 -0.31 0.208
H 0.1237 -1.9345 -3.8297 0.14 0.14 0.01 0.394
H -2.0525 3.5285 -4.7791 0.47 0.09 -0.02 0.009
H -0.2568 -0.5319 3.3550 0.19 0.07 0.19 0.050
H -3.2957 3.9186 -6.0201 -0.54 -0.02 0.02 0.446
P 1.2387 -0.1888 1.4589 1.00 0.81 0.83 0.832
H -0.2962 -2.9787 2.5313 0.00 -0.10 -0.19 0.393
C -0.4519 3.7910 3.5758 0.27 0.51 -0.22 -1.112
C -0.7246 2.5208 6.3722 -0.11 0.16 0.32 -0.741
C 1.3326 3.5330 -5.1985 0.35 -0.07 0.39 -0.569
C -0.8941 1.6684 7.4694 -0.13 0.23 -0.43 -0.697
H -1.8757 -0.0623 8.2642 -0.10 -0.08 -0.18 0.441
H 3.5901 -0.9179 -0.9069 -0.09 0.10 -0.25 0.386
H -3.2611 -0.4663 6.1289 0.04 -0.19 0.38 0.460
C -1.7947 0.5823 7.3974 -0.30 0.26 -0.66 -0.628
C -0.7190 -3.3045 1.5741 0.53 0.02 0.00 -1.481
H 3.0256 -1.7201 0.7657 -0.18 0.00 0.28 0.359
H 3.0028 1.1375 0.4527 0.07 0.08 0.32 0.292
H 0.7573 -0.2709 -3.9172 0.11 -0.27 -0.16 0.331
C -2.5647 0.3512 6.2473 -0.09 0.10 0.73 -0.758
H -0.3720 4.5600 4.3625 -0.14 -0.25 -0.49 0.411
H -1.6182 -3.3048 -1.2779 -0.29 0.22 0.07 0.303
H -3.6756 2.8488 -7.4439 0.20 -0.22 0.03 0.280
N -1.4595 2.8207 3.9643 -0.10 -0.43 -1.19 0.243
C 0.9848 -1.2964 -3.5985 -0.27 0.28 0.12 -1.246
Se -2.3423 2.2791 1.2317 -0.05 0.06 -0.30 -0.151
C -3.5775 2.9282 -6.3678 -0.22 -0.43 0.33 -0.578
H 1.4552 -0.4309 3.8903 -0.28 0.22 -0.26 0.569
H -3.7261 -2.2289 1.6754 0.32 0.05 0.02 0.461
C 2.5508 1.0968 1.4518 -0.10 0.11 -0.31 -1.246
H 0.5415 1.0512 3.4289 0.04 -0.28 -0.02 -0.039
H -0.0117 3.3471 6.3404 -0.15 -0.33 0.33 0.406
H 0.5479 3.3228 3.4593 -0.57 0.13 0.07 0.363
C 0.6988 -0.0124 3.2069 -0.54 -0.12 -0.05 -0.690
H 2.9043 -1.5688 2.5341 -0.13 0.09 -0.20 0.582
C 2.3275 -1.6596 1.6061 -0.28 -0.39 -0.30 -1.482
H -3.2455 -0.5126 1.6362 -0.05 -0.31 0.10 0.151
C -3.8054 1.8890 -5.5580 0.15 -0.04 -0.57 -0.350
H -2.9045 -2.0453 -1.2712 0.01 -0.27 -0.05 0.474
N -2.9018 1.2105 3.8837 0.25 0.22 -0.94 0.193
H 1.8748 -1.6738 -4.1212 -0.30 0.10 0.11 0.483
H 3.0414 0.4226 -1.9428 0.12 -0.23 -0.04 0.224
C 1.5485 -3.0683 -1.4976 -0.28 -0.03 0.38 -1.309
C -2.8881 -1.5346 1.8210 -0.27 0.48 0.21 -1.205
H 2.1077 -3.5031 -2.3366 -0.14 0.16 0.18 0.495
Se 1.1190 2.9686 -1.0792 0.23 -0.42 -0.14 0.030
H -1.3899 3.3527 -2.4314 0.13 0.14 -0.34 0.569
C 1.7198 3.3872 -3.8638 0.13 0.08 -0.49 -0.599
H 1.7423 -2.5817 1.6499 0.25 0.14 0.02 0.257
H -3.0511 -3.4838 -0.2264 0.12 0.15 -0.16 0.511
H -3.9417 0.8872 -5.9797 -0.31 0.44 0.13 0.250
C -2.4466 1.2592 5.2089 0.14 -0.28 -0.47 0.484
H -2.5297 -1.6136 2.8545 -0.13 0.08 -0.14 0.402
H 2.0779 3.6243 -5.9854 -0.02 -0.06 0.26 0.434
H 2.7667 3.3430 -3.5564 -0.27 0.08 -0.30 0.472
H -1.4401 -4.1059 1.7836 -0.11 0.39 -0.17 0.518
C -1.5427 2.2966 5.2642 0.53 -0.01 -0.52 0.910
C -2.3445 -2.7628 -0.6555 0.14 0.10 -0.20 -1.286
H 0.5725 -3.5614 -1.4211 0.26 -0.03 -0.12 0.256
H -0.2983 3.6420 -6.6178 0.00 -0.02 0.49 0.469
P -1.4875 -1.8857 0.7068 -0.83 -1.24 0.02 1.106
H -0.3419 1.8224 8.4034 -0.11 -0.01 -0.55 0.423
H -3.5823 0.5690 3.5093 -0.09 0.00 0.15 0.348
H 2.0976 -3.2518 -0.5690 -0.09 0.00 -0.23 0.411
C -0.9932 3.5048 -4.5502 -0.50 0.06 0.63 -0.045
```
Positions in Å, forces in eV/Å.

Properties
Net charge: +3
Total energy in eV: -201095.559
HOMO energy (alpha / beta) in eV: -16.06 / -16.06
<S²>: 0.773
Frontier orbital gap (alpha / beta) in eV: 5.51 / 4.99
Spin multiplicity: 2